Formula: C18H44BN5O9P
Source: the Open Molecules 2025 dataset
Level of theory: the ωB97M-V functional and the def2-TZVPD basis

```
78
Properties=species:S:1:pos:R:3:forces:R:3:lowdin_charge:R:1
P -4.08523 -0.26566 -0.16797 -5.78 1.13 -1.43 0.673
O -2.88686 -0.43856 -1.37084 -0.47 -0.97 3.43 -0.172
O -5.92809 2.61338 0.30278 3.13 -1.93 1.31 -0.070
O -6.10583 0.97413 1.91321 4.51 2.30 -3.62 -0.189
O -0.31328 0.81784 -2.20710 -0.56 1.58 0.53 -0.074
O -1.13293 2.87118 -1.19887 1.38 -2.20 -0.59 -0.070
O -5.44678 -0.16194 -0.89799 4.27 -1.11 1.66 -0.313
O -1.25817 4.42521 1.55094 -0.38 -2.07 -1.01 0.086
O 0.89674 -0.35302 -0.91376 0.05 0.53 -1.27 0.054
O -4.11042 -1.56011 0.96681 2.14 1.53 -2.37 -0.174
N -0.55242 -2.88940 5.03841 0.44 -0.09 -0.06 -0.191
N -3.93552 1.26011 0.75744 0.36 -0.39 -1.63 -0.105
N 4.00523 1.35277 -5.86619 -0.02 0.32 -0.13 -0.194
N 0.78831 0.03586 -2.03777 0.81 -1.60 1.48 -0.034
N 0.31282 2.94156 -3.04310 -0.38 -0.48 1.25 0.077
C -0.80992 2.05464 2.67925 0.39 0.33 0.01 -0.157
C -5.37816 1.67738 0.97610 -6.67 -0.62 2.78 -0.654
C -0.79432 -1.63774 5.74779 -0.27 0.21 -0.24 -0.246
C -1.31978 -1.72160 7.18006 0.00 0.16 0.26 -0.085
C 3.09529 1.86978 -6.88754 -0.13 0.15 0.19 -0.250
C 5.34953 1.03401 -6.33697 0.10 0.00 0.31 -0.253
C -0.02323 2.18796 -1.78350 0.57 3.06 -0.81 -0.382
C 2.57892 0.89123 -7.94130 -0.11 -0.01 -0.25 -0.091
C 4.21209 0.00578 -3.76321 0.08 -0.05 -0.04 -0.092
C -1.70098 -3.77441 4.88249 -0.15 0.16 -0.10 -0.273
C -2.08000 1.44731 3.46681 0.12 0.05 0.90 -0.117
C 5.53491 -0.25896 -7.12991 0.21 -0.13 -0.21 -0.091
C -2.91204 -3.11198 4.23319 0.03 0.03 0.12 -0.079
C 0.66698 -3.59632 5.42446 -0.05 -0.04 -0.26 -0.255
C 0.69206 -4.27703 6.79254 0.20 -0.11 0.20 -0.096
C -3.25876 2.30124 -0.07427 1.41 0.59 -1.34 -0.158
C -1.62316 2.21112 0.00541 -1.46 0.08 1.62 -0.202
C 3.38001 0.36757 -4.98862 0.12 0.01 0.12 -0.271
B -1.22601 2.99805 1.39819 0.25 0.53 0.58 -0.339
H -1.50054 -1.04330 5.15938 0.02 -0.17 0.01 0.081
H 1.32306 2.91359 -3.22784 -0.71 0.23 0.21 0.068
H -2.65915 -2.69719 3.25421 0.00 0.06 0.13 0.063
H -0.52219 -1.93851 7.89100 -0.08 -0.10 0.02 0.051
H -1.41205 -4.61154 4.23724 0.24 0.05 0.14 0.115
H -2.11472 0.30889 3.38367 -0.16 1.61 -0.07 0.061
H -3.70402 -3.85232 4.08981 0.08 0.06 0.01 0.078
H -2.10510 -2.47156 7.29795 0.04 0.02 -0.05 0.069
H -1.74552 -0.75613 7.46899 0.00 -0.06 -0.04 0.073
H -2.22150 -1.05696 -0.97800 -0.23 0.77 -0.77 0.060
H 0.89851 2.26954 -1.09545 -1.49 -0.97 -0.60 0.175
H -3.51234 2.21759 -1.19781 0.25 0.24 1.67 0.141
H 0.12242 -1.03726 5.74466 0.06 -0.25 -0.08 0.117
H -3.32620 -2.31430 4.85414 0.01 -0.01 -0.13 0.074
H -0.15551 1.20494 2.24237 -0.96 1.22 0.89 0.097
H 2.22759 2.30353 -6.37662 0.09 -0.13 0.12 0.108
H 0.86795 -4.36055 4.66403 -0.18 0.05 -0.02 0.106
H 1.51789 -2.90860 5.35839 -0.18 0.11 0.01 0.110
H -1.65335 4.87129 0.76845 0.47 -0.52 0.63 0.102
H 6.59524 -0.52901 -7.14432 -0.05 0.00 0.01 0.070
H -3.27468 -2.07989 0.85743 -0.95 0.43 0.36 0.052
H -1.94372 1.69046 4.58946 -0.24 -0.44 -1.72 0.074
H 5.22620 -0.14335 -8.16878 -0.08 -0.10 0.05 0.052
H -1.28782 1.12753 0.13487 -0.39 1.39 -0.77 0.122
H 2.43437 0.77823 -4.61842 0.01 0.06 -0.27 0.105
H 5.14545 -0.49469 -4.03356 -0.02 0.06 0.04 0.062
H 1.54316 -4.96316 6.84612 -0.04 0.03 -0.03 0.068
H 3.65004 -0.68306 -3.12644 0.00 0.08 -0.09 0.066
H -0.20824 -4.86435 6.98409 0.02 0.07 -0.02 0.065
H 4.44931 0.89323 -3.17013 0.03 -0.03 -0.10 0.077
H -2.01219 -4.21193 5.83945 -0.09 -0.10 0.09 0.095
H 6.01816 1.00080 -5.46990 -0.17 -0.04 0.03 0.099
H 3.56958 2.71673 -7.39665 0.15 -0.12 0.10 0.110
H 2.22644 -0.04555 -7.50520 0.04 0.06 0.00 0.068
H 5.73176 1.87056 -6.93285 -0.27 0.02 0.02 0.113
H -3.08387 1.89130 3.16026 1.39 -0.79 0.24 0.075
H 4.99089 -1.10103 -6.69647 0.00 0.07 0.00 0.069
H 0.81852 -3.55610 7.59949 -0.10 -0.04 0.02 0.052
H 1.73404 1.33756 -8.47434 0.04 -0.02 0.06 0.072
H -0.18005 2.64131 3.45076 -0.84 -0.88 -1.34 0.098
H 3.33857 0.66582 -8.68923 -0.01 -0.09 0.03 0.052
H -0.05584 3.89971 -3.00430 0.40 -0.66 0.11 0.083
H 3.12971 -0.55483 -5.52688 -0.08 -0.13 0.02 0.099
H -3.51128 3.38116 0.25001 -0.19 -2.04 -0.35 0.137
```
Positions in Å, forces in eV/Å.

Values from the calculation:
Charge   -1
E_LUMO   1.221 eV
HOMO-LUMO gap   5.4 eV
Highest occupied orbital energy   -4.175 eV
2S+1   1
DFT total energy   -55221.4090 eV



Formula: C46H55F4N8S2SbTl
Source: the Open Molecules 2025 dataset
Level of theory: the ωB97M-V functional and the def2-TZVPD basis

```
117
Properties=species:S:1:pos:R:3:forces:R:3:lowdin_charge:R:1
Tl -1.76035 -0.32615 -1.18744 -0.40 0.17 -0.31 0.909
Sb 3.33206 0.25910 2.46307 -0.23 -0.65 0.22 1.265
S -2.07679 -1.53503 0.91022 0.11 -0.40 0.37 0.745
S 1.69084 -0.92804 1.47970 -0.15 0.36 0.03 0.132
F 2.71545 1.60332 -3.81633 -1.97 0.53 -0.44 0.054
F -0.58649 4.27820 -5.80313 -0.34 0.59 -0.19 0.116
F 0.85797 0.59974 -2.10485 -0.13 -0.15 0.08 0.063
F -2.43111 3.53851 -3.87512 -0.78 0.44 -0.50 0.126
N -1.74826 1.64350 -1.97925 0.10 -0.34 0.50 -0.118
N -6.81411 -1.42693 -2.24248 -0.10 0.63 -0.73 -0.151
N -0.39900 -3.50566 1.69400 -0.80 1.17 -0.49 -0.025
N -4.35028 -0.77766 -1.93567 0.66 -0.12 -1.55 -0.193
N -0.63001 -2.37528 -1.61322 0.29 0.13 0.68 -0.055
N -1.37204 -0.95559 -3.67016 0.08 0.32 -2.08 0.068
N -0.31481 -3.08690 -0.50627 0.01 0.05 0.15 0.018
N -2.01558 1.65650 1.11881 -0.35 1.00 -1.71 -0.231
C 3.26280 2.48453 4.67283 0.94 -0.50 0.18 -0.130
C 1.37265 1.08664 6.18206 -1.52 -0.10 0.24 -0.082
C -1.67577 -0.20291 -4.74096 -0.73 -0.28 0.18 -0.105
C -0.92132 3.84089 1.97411 -0.75 -0.56 -0.77 -0.052
C 6.84585 -1.28813 4.54073 0.65 1.29 0.46 -0.093
C -2.78048 1.37588 2.28748 0.23 -1.20 1.47 -0.296
C -6.46372 -0.15854 -2.97926 -1.21 0.02 -0.13 -0.141
C -2.89353 2.41142 0.18276 0.28 0.58 0.01 -0.177
C -6.51689 -1.22365 -0.83353 0.88 -0.65 -0.47 -0.146
C 4.87008 -2.35065 2.78588 0.87 -0.39 0.67 -0.129
C 1.94258 2.23159 6.73467 0.00 -0.75 -1.42 -0.067
C 1.68760 0.67435 4.88587 -0.47 -0.88 -0.04 -0.155
C -2.23027 2.77504 -1.16687 -0.99 0.00 0.07 -0.201
C 5.93592 -3.11198 3.26573 0.06 -1.76 -0.02 -0.078
C 0.84198 -3.95334 -2.82972 -1.62 1.25 0.66 0.022
C -0.07009 -1.21893 -6.16446 -0.30 -0.13 0.69 -0.026
C -0.79825 2.41409 1.36857 0.55 0.41 0.55 -0.234
C 6.23025 2.57843 0.16295 0.78 1.79 0.09 -0.071
C 6.86907 -2.60370 4.16190 0.58 -1.32 -0.76 -0.099
C 0.48225 1.50755 -3.02144 -1.32 0.73 0.87 -0.169
C 5.60690 2.73826 -1.08475 1.86 -0.83 1.73 -0.059
C 2.65656 1.34950 4.15714 0.20 -0.33 -0.53 -0.360
C -0.85166 -2.75186 0.66237 0.58 -0.85 -1.63 -0.790
C 1.11243 -4.73691 3.04062 -0.14 0.62 0.34 -0.073
C 4.36164 1.32744 1.02507 0.59 1.32 -0.99 -0.346
C 5.81725 -0.49135 4.06459 -1.27 0.63 -0.60 -0.112
C -1.21486 3.04698 -3.90990 2.03 -1.78 1.60 -0.160
C -5.07735 0.37804 -2.59426 0.18 -1.76 0.91 -0.130
C -4.96914 -1.19129 -0.68881 -1.55 2.76 0.83 -0.234
C 4.48809 2.01730 -1.28990 -0.78 0.55 0.97 -0.086
C 2.90881 2.86348 5.95395 0.83 2.48 1.36 -0.096
C 3.81817 1.39636 -0.26216 0.58 -0.99 1.05 -0.119
C 5.60256 1.96447 1.23081 -0.65 -0.81 -0.93 -0.110
C 1.38953 2.02991 -3.87775 1.31 -0.50 -0.58 -0.149
C -4.49696 -1.96335 -2.86339 0.34 -0.57 0.63 -0.139
C -1.10003 -0.34588 -6.02624 -1.09 1.45 0.81 -0.034
C -0.24077 3.45748 -4.81392 -2.85 0.64 -0.50 -0.234
C 0.97127 2.94012 -4.84347 3.30 -1.49 0.98 0.060
C -5.98108 -2.53126 -2.76744 1.19 0.36 0.45 -0.129
C 0.91216 -4.12586 1.63818 -0.20 -0.71 1.61 -0.282
C 4.82532 -1.05064 3.20554 0.47 1.70 0.92 -0.341
C -0.09833 -2.72986 -2.73354 0.47 -1.37 1.37 -0.213
C -1.99928 0.68745 3.47125 -0.64 2.04 0.98 -0.086
C -0.40773 -1.88684 -3.87975 -0.13 0.64 1.13 -0.232
C 0.30804 -1.96339 -5.02925 0.05 0.41 -2.70 0.012
C -0.84452 2.05025 -2.95051 0.32 0.17 -0.80 -0.193
H 3.43925 3.77273 6.37425 -0.77 -1.13 -0.47 0.128
H 1.66934 -3.34628 1.48782 -0.13 -0.55 -0.60 0.002
H 2.17645 -4.82443 3.25839 0.00 0.16 0.15 0.064
H 0.33212 -4.90312 -2.65828 -0.04 0.24 0.37 0.098
H -1.73424 3.91214 2.69968 0.11 0.01 0.04 0.074
H 7.68969 -0.88118 5.13503 -0.89 -0.20 -0.27 0.123
H 0.61950 -4.06018 3.81597 0.79 -1.08 -0.73 0.095
H -5.97465 -3.46355 -2.12034 -0.42 1.29 -0.54 0.139
H 0.35114 -1.32382 -7.14652 0.62 -0.26 -0.02 0.119
H 4.03985 2.08167 -2.20470 -1.09 -0.21 -2.28 0.060
H 5.68035 0.59495 4.30767 0.55 -1.14 0.07 0.100
H -1.43574 0.32837 -6.82991 0.11 -0.57 0.42 0.127
H -4.25996 -1.66420 -3.88742 0.02 0.12 0.16 0.105
H -1.07075 4.60747 1.20742 -0.15 -0.10 0.07 0.071
H -0.27868 2.49378 0.41862 0.30 -0.13 -0.06 0.101
H 1.14175 -2.58142 -5.24567 0.50 -0.84 0.66 0.109
H 7.69034 -3.27576 4.46060 -0.50 0.51 0.02 0.118
H -2.81570 0.18586 4.01649 0.61 0.16 0.30 0.078
H -4.58408 -2.11593 -0.41650 0.79 -1.68 0.54 0.067
H 0.00344 4.06703 2.45449 0.65 0.23 0.50 0.061
H 7.19507 3.10812 0.31837 -0.68 -0.63 0.02 0.120
H 1.20016 -3.97420 -3.80442 0.80 -0.24 -1.71 0.030
H 1.70622 3.19908 -5.55542 0.43 0.58 -0.85 0.139
H -6.91306 -2.08902 -0.28967 -0.18 0.51 0.25 0.126
H -3.81598 1.86723 -0.00898 -0.05 -0.52 0.05 0.095
H 1.17709 -0.20518 4.41127 0.51 0.83 0.65 0.083
H -2.92799 3.33345 -1.81947 -0.06 -0.14 0.83 0.122
H -6.57485 -0.37688 -4.06137 0.26 0.16 0.56 0.126
H -2.51429 0.49377 -4.59038 0.57 -0.15 -0.05 0.113
H 0.71972 -5.75555 3.07701 -0.30 0.26 0.25 0.073
H -5.12539 1.18083 -1.87230 -0.06 0.29 0.18 0.107
H -7.19254 0.66034 -2.75005 0.18 -0.98 -0.09 0.129
H -4.74303 -0.45711 0.11828 0.20 -0.46 -0.39 0.099
H -6.33817 -2.80382 -3.75905 0.00 -0.07 0.01 0.111
H 6.11948 1.83971 2.14657 0.42 0.13 0.85 0.079
H -0.61995 -3.14348 2.60111 -0.26 0.17 0.28 0.099
H -3.54433 0.65018 2.04356 -0.29 -0.38 -0.51 0.074
H -1.45515 1.42490 4.15940 -1.02 -0.78 -0.86 0.091
H -3.72504 -2.70973 -2.54570 -0.66 0.42 -0.30 0.119
H 4.13056 2.97031 4.18352 -0.86 -0.19 0.18 0.114
H 0.86085 -4.96007 0.95087 0.48 0.31 -0.61 0.112
H 0.54069 0.58976 6.73721 0.90 0.26 -0.54 0.121
H -0.15477 1.82902 2.03588 -0.18 -0.12 -0.22 0.092
H 6.13276 3.23491 -1.86300 0.15 0.46 -0.56 0.105
H 1.66932 -3.80787 -2.16027 0.24 -0.12 0.54 0.087
H 1.54912 2.60263 7.66658 0.45 0.14 0.22 0.107
H 6.06474 -4.19445 2.99010 -0.37 1.24 0.13 0.123
H -3.25943 3.34030 0.70624 0.42 -0.40 -0.68 0.138
H 4.09679 -2.74699 2.16431 -0.26 -0.28 -0.44 0.068
H -3.40133 2.23413 2.60287 0.55 0.12 0.43 0.121
H -1.24130 -0.03963 3.24427 0.09 -0.34 -0.82 0.015
H -4.51767 0.71045 -3.45108 0.35 0.12 -0.28 0.097
H -1.41665 3.45329 -0.97341 0.50 0.32 0.10 0.106
H -6.92200 -0.25875 -0.52856 -0.35 -0.27 0.22 0.121
H 2.97565 0.78745 -0.48713 -0.90 -0.13 -0.11 0.042
```
Positions in Å, forces in eV/Å.

Values from the calculation:
Charge   +1
E_LUMO   -2.971 eV
Energy above the lowest of the compared OMol25 structures with the same formula, charge and spin   2.1 kcal/mol
HOMO-LUMO gap   7.3 eV
Highest occupied orbital energy   -10.233 eV
2S+1   1
DFT total energy   -104276.6255 eV